Entry 1:
Entry from the OMol25 dataset: a 3-piece molecular cluster, C31H54BFO5P overall in a non-equilibrium geometry (ωB97M-V/def2-TZVPD).

Output
Charge: -1
E_LUMO in hartree: 0.0789

Geometry (Å):
1 H -1.028 1.596 2.296
2 O 4.553 3.189 2.199
3 H -3.506 2.287 -0.840
4 H -0.297 0.080 -4.798
5 C -7.314 -0.789 5.645
6 C -3.463 -2.592 1.993
7 H 0.727 2.904 1.116
8 H 2.553 -1.011 -1.749
9 H -2.821 1.753 1.944
10 H 6.888 2.396 1.798
11 C -1.468 2.421 0.282
12 C 0.200 -0.846 2.197
13 H 1.316 4.475 -0.934
14 H 1.120 0.775 -2.624
15 C -4.420 -0.684 -0.716
16 H -2.136 -4.019 -2.082
17 C -6.585 -1.827 4.832
18 C -2.135 3.714 -2.056
19 H 3.649 2.936 4.516
20 H -8.177 -2.623 3.644
21 H 3.546 0.081 -4.512
22 H -0.386 -1.597 -5.532
23 C 0.276 4.016 -0.906
24 H -3.827 -1.512 1.896
25 H 0.380 0.089 2.823
26 H 2.167 0.854 -0.621
27 H -6.610 -0.014 5.956
28 H 5.914 2.909 -1.560
29 C 4.744 -1.091 -2.465
30 O -0.884 -3.123 -3.394
31 H 0.575 -1.913 -2.518
32 H 4.656 1.496 4.767
33 H 6.698 1.155 3.053
34 H -2.358 -2.576 2.311
35 H 0.086 0.187 0.212
36 C 6.626 2.225 2.844
37 C 4.390 1.259 -1.160
38 H -4.076 -3.117 2.800
39 H 6.326 0.195 -1.295
40 C -7.389 -2.987 4.307
41 H 5.028 -2.040 -1.859
42 C -0.603 -1.915 -0.014
43 H 2.940 -2.276 -3.011
44 H 1.236 -1.242 1.866
45 C 3.158 1.196 -0.145
46 C 4.671 2.551 4.486
47 C 5.210 0.161 -1.580
48 H -2.743 -4.184 0.604
49 H -4.989 -0.647 0.272
50 H -5.176 -0.584 -1.584
51 O -1.901 0.031 1.054
52 H -0.359 -1.677 2.748
53 H -4.622 -3.959 0.641
54 H -0.433 5.003 -2.952
55 O -1.338 -1.084 -2.399
56 P -3.467 -2.328 -0.963
57 C -0.704 4.327 -2.064
58 C -1.165 -3.390 -2.008
59 C -2.462 2.758 -0.855
60 H 3.384 0.618 0.826
61 C 4.803 2.717 -1.755
62 H 2.038 -2.196 -5.024
63 C 1.704 -1.088 -4.973
64 C -0.050 3.077 0.295
65 B -0.339 -1.725 -3.284
66 C -1.599 -1.962 -1.272
67 H 7.324 2.781 3.475
68 H 0.469 -2.044 -0.429
69 C -3.611 -3.418 0.618
70 H -0.876 -2.772 0.691
71 C -0.596 -0.538 0.804
72 H -7.744 -1.250 6.537
73 C 3.163 -1.179 -2.715
74 O -5.394 -1.732 4.609
75 H 5.337 -1.155 -3.439
76 C 2.610 -0.273 -3.923
77 H -2.894 3.945 -2.888
78 H 4.112 3.526 -1.345
79 C 1.858 1.071 -3.448
80 H 1.932 -0.647 -6.021
81 F -0.294 -4.293 -1.283
82 C 0.109 -0.992 -4.672
83 H 4.597 2.629 -2.889
84 H -6.735 -3.654 3.740
85 H 1.287 1.461 -4.376
86 H 5.281 3.122 5.189
87 C -1.817 1.399 1.495
88 H -8.098 -0.328 5.041
89 H -3.673 0.174 -0.792
90 H 2.553 1.915 -3.127
91 H 2.968 2.285 0.197
92 C 5.220 2.702 3.091
93 H -7.823 -3.546 5.139

---

Entry 2:
Entry from the OMol25 dataset: C31H54Br12F9N5O11 as an isolated structure in a non-equilibrium geometry (ωB97M-V/def2-TZVPD).

Output
E_LUMO in hartree: -0.0266

Geometry (Å):
1 F 6.388 -2.062 8.581
2 N 1.274 4.285 -8.923
3 H -2.440 -2.994 -9.965
4 F 0.582 -1.264 0.925
5 C -0.312 0.967 0.763
6 H -1.959 -5.144 6.691
7 C 1.148 5.201 -10.025
8 H -4.142 1.068 -8.302
9 N -3.123 -0.570 -9.274
10 C 0.480 -11.001 5.634
11 Br -9.581 -0.404 -5.573
12 H 7.686 -3.758 14.318
13 C -1.123 -5.582 8.709
14 O -0.120 1.690 -0.340
15 H -3.639 -1.320 -8.838
16 C -7.430 5.844 -4.619
17 F 1.335 0.188 2.361
18 H -5.765 2.410 4.256
19 H -2.206 -3.809 7.810
20 Br -7.769 3.821 5.130
21 Br -1.871 -3.654 -2.193
22 H -0.966 -2.620 -10.764
23 H 2.598 3.401 -5.971
24 H 8.925 -3.820 12.529
25 C -1.526 -4.618 7.542
26 O 7.214 -2.835 11.630
27 H 0.356 5.945 -9.948
28 H -7.684 4.809 -4.391
29 H 1.234 -11.787 5.665
30 O -1.048 -0.034 -9.639
31 H 1.883 2.463 -7.300
32 H 0.832 3.416 -6.303
33 H 6.172 7.035 -2.735
34 Br 7.841 1.192 -1.263
35 H -6.944 6.134 -6.608
36 C 8.637 0.407 -2.878
37 H 6.955 -2.049 14.058
38 H -1.630 -3.377 -4.732
39 Br -11.655 0.127 -3.050
40 C 3.445 8.946 -2.285
41 Br -1.024 -5.808 -4.429
42 H 1.490 8.058 -2.512
43 H -8.415 6.294 -4.747
44 H -10.577 -1.981 -4.043
45 C 7.805 -2.727 13.983
46 H -0.443 -11.533 5.864
47 H 4.078 7.548 -3.573
48 C -5.383 6.872 -5.539
49 F 5.487 -3.990 8.895
50 N 0.610 -10.336 4.353
51 H -0.821 -8.853 1.752
52 F 5.204 -2.357 10.238
53 H -2.881 1.506 -9.599
54 H 1.546 -10.053 4.101
55 H 0.442 -8.076 2.757
56 H 0.920 4.604 -10.908
57 C 5.733 7.904 -2.244
58 H -0.954 -2.767 -8.994
59 H 2.146 5.607 -10.187
60 Br -6.945 3.235 2.087
61 N 4.368 8.081 -2.765
62 H -3.062 2.239 -1.925
63 H -1.681 3.051 0.035
64 C 6.081 -2.964 9.504
65 C 8.327 -2.909 12.515
66 H -2.739 1.017 -1.035
67 Br 0.772 -3.165 -4.004
68 O -1.302 0.829 1.488
69 C -2.155 1.699 -1.654
70 H -1.648 1.090 -2.402
71 C -0.268 -5.463 10.989
72 C 1.949 4.508 -7.822
73 H 6.239 8.855 -2.412
74 N -6.553 6.216 -5.681
75 C -6.812 2.532 3.979
76 C 7.302 -3.279 10.366
77 C 0.911 0.051 1.066
78 H -3.821 8.013 -6.472
79 C -1.525 -2.413 -9.852
80 C -3.708 0.870 -9.282
81 F 1.551 -4.627 12.265
82 H -0.724 3.299 -1.318
83 C -10.170 -1.006 -3.774
84 H -0.608 -4.163 7.172
85 H 0.836 3.377 -8.990
86 H -0.372 -6.338 8.480
87 H 0.781 -10.392 6.488
88 H -7.134 6.335 -3.692
89 H 1.535 9.857 -2.767
90 C -1.881 -0.946 -9.615
91 O -0.163 -6.704 11.173
92 O 3.662 9.697 -1.346
93 H -4.490 0.936 -10.037
94 O 8.236 -3.923 9.913
95 H 5.629 7.803 -1.164
96 C -1.002 -3.889 -4.004
97 Br -7.699 0.756 4.081
98 O -0.737 -4.823 9.857
99 C -4.573 7.295 -6.800
100 C 1.829 3.398 -6.743
101 H -4.016 6.430 -7.159
102 Br 8.060 -1.462 -3.058
103 H -2.031 -6.080 9.050
104 C 0.035 -9.024 2.406
105 H 8.523 -2.377 14.725
106 H -5.227 7.710 -7.566
107 C -1.181 2.487 -0.753
108 F 1.918 0.256 0.261
109 H 0.751 -9.633 1.855
110 H 9.685 0.362 -2.582
111 O 2.498 5.590 -7.579
112 C 0.233 -4.449 12.062
113 H 8.999 -2.061 12.384
114 Br 8.144 1.394 -4.541
115 F -0.338 -4.750 13.244
116 O -4.912 7.165 -4.413
117 F 0.002 -3.174 11.723
118 O -1.579 -9.796 4.001
119 H 2.136 8.820 -4.012
120 Br -8.620 -1.198 -2.586
121 C -0.370 -9.709 3.713
122 C 2.037 8.903 -2.929

---

Entry 3:
Entry from the OMol25 dataset: C31H54CuN3OP2 as an isolated structure in a non-equilibrium geometry (ωB97M-V/def2-TZVPD).

Output
Charge: +1
<S²>: 0.785
E_LUMO (spin up / spin down) in hartree: -0.0724 / -0.1536
Multiplicity: 2

Geometry (Å):
1 C -0.467 -0.887 -4.183
2 H -2.743 1.916 2.021
3 C 0.834 -2.998 1.859
4 H 4.260 -2.143 -3.100
5 H 2.805 -5.169 -1.615
6 H -4.859 -2.293 0.535
7 C 1.394 -5.036 0.514
8 H -3.563 -2.001 -0.646
9 H 5.958 0.008 3.931
10 C 3.284 -1.888 -2.661
11 H -3.963 0.464 2.877
12 H 2.830 3.783 1.326
13 H -0.720 -3.004 -2.108
14 H -1.710 5.537 1.251
15 H -3.379 5.359 0.730
16 H 0.663 -3.088 -3.169
17 P 1.296 -2.492 -0.844
18 C -2.347 5.034 0.519
19 H 4.091 -2.076 0.031
20 C -0.831 -3.945 0.250
21 C -2.344 3.501 0.587
22 H 2.029 2.260 1.732
23 H -1.049 2.464 -3.969
24 H -0.816 3.207 -1.928
25 O 3.588 0.377 0.180
26 H 4.625 1.147 4.282
27 H -2.853 -0.937 2.896
28 H 2.395 2.665 0.030
29 H 2.076 -4.414 -3.055
30 H -1.258 -4.434 1.141
31 C 2.941 -2.973 -1.620
32 C 2.888 -4.337 -2.323
33 N 0.025 -0.054 -2.013
34 H 1.057 4.461 -1.158
35 C -3.824 -1.945 0.420
36 H 2.551 -1.858 -3.479
37 C 0.227 -2.497 -2.353
38 Cu 0.757 -0.371 -0.194
39 H 3.891 -3.837 0.165
40 C -3.296 3.023 -0.512
41 H -1.377 -3.005 0.091
42 H -1.046 0.582 -5.648
43 C -2.801 3.012 1.969
44 H 1.262 -5.594 -0.422
45 H -0.477 -1.746 -4.846
46 H -4.771 0.359 -0.735
47 H 0.493 -3.686 2.647
48 C -0.682 2.256 -1.385
49 H 0.227 -2.084 1.921
50 C 4.127 -0.439 3.004
51 N -1.137 -0.143 0.517
52 H -3.255 1.934 -0.622
53 P -0.654 2.565 0.347
54 H 0.380 3.520 3.031
55 H -5.800 -0.166 0.612
56 H 1.714 5.534 0.096
57 H -3.049 3.476 -1.481
58 H -2.094 5.397 -0.486
59 H -4.862 1.321 0.764
60 H 5.425 1.176 2.680
61 H 4.994 -3.167 -1.047
62 C 0.725 3.804 0.892
63 H 3.836 -4.464 -2.866
64 H -1.007 -4.614 -0.606
65 H 2.461 -4.932 0.746
66 H -4.328 3.313 -0.258
67 H 1.874 -2.707 2.072
68 H -0.529 4.894 2.376
69 C -0.070 -1.077 -2.861
70 C 2.063 3.067 0.991
71 C 0.857 4.896 -0.170
72 H -2.181 3.420 2.777
73 H -0.028 5.538 -0.238
74 H 0.944 -5.642 1.318
75 C -3.781 -0.535 2.464
76 C -3.699 -0.518 0.938
77 C 5.089 0.527 3.501
78 C -2.304 0.038 0.515
79 C 4.032 -3.009 -0.539
80 C -0.796 0.402 -4.605
81 H 1.222 5.029 2.596
82 C -0.473 1.195 -2.321
83 N 3.366 -1.231 2.628
84 C -0.802 1.439 -3.690
85 H -3.185 -2.624 0.998
86 C 2.503 -0.028 0.105
87 C 0.663 -3.690 0.490
88 H -3.843 3.315 2.146
89 H -4.606 -1.187 2.784
90 C 0.413 4.343 2.302
91 H 3.364 -0.895 -2.202
92 C -4.841 0.305 0.358